1.
Molecular formula: C26H33N3O3
Method: DFT, ωB97M-V/def2-TZVPD

The geometry in XYZ format:
```
65
Properties=species:S:1:pos:R:3:forces:R:3:nbo_charge:R:1
O -1.848 4.956 -0.683 0.041 0.159 0.039 -0.528
O 1.498 -0.547 2.252 0.186 0.082 0.165 -0.631
O -0.306 -2.084 -1.436 0.076 -0.050 -0.246 -0.653
N -0.915 -0.412 0.006 -0.141 -0.096 0.122 -0.439
N 0.327 3.158 -0.116 -0.117 0.117 -0.016 -0.448
N 1.547 -2.054 0.547 -0.063 -0.325 -0.293 -0.653
C 5.593 -2.956 0.026 0.152 -0.011 0.004 -0.240
C 4.640 -3.378 -0.888 0.001 -0.013 -0.008 -0.196
C -1.203 -0.145 -2.396 -0.063 -0.069 -0.350 -0.042
C 3.871 -1.893 1.328 -0.093 0.128 0.170 -0.276
C -1.392 4.076 -1.687 0.233 -0.222 -0.202 -0.085
C -2.556 0.037 -2.663 0.126 -0.025 0.069 -0.232
C 5.202 -2.215 1.128 0.056 -0.089 -0.111 -0.180
C 2.914 -2.316 0.412 0.376 0.021 0.073 0.232
C -0.260 4.012 0.896 -0.184 0.146 -0.138 -0.245
C -0.255 0.344 -3.286 -0.039 -0.086 0.157 -0.216
C -1.066 1.032 0.080 0.254 0.624 -0.086 -0.253
C -0.760 -0.964 -1.221 -0.081 -0.090 -0.149 0.676
C 0.069 3.663 -1.449 -0.210 0.202 -0.019 -0.249
C -0.611 -1.176 1.248 -0.184 -0.163 0.120 0.055
C -2.003 1.248 -4.659 -0.005 0.044 -0.069 -0.213
C -1.721 4.379 0.600 0.197 -0.049 0.228 -0.085
C -0.656 1.048 -4.408 0.029 0.042 -0.047 -0.208
C -2.952 0.733 -3.790 -0.080 -0.003 0.011 -0.193
C 0.314 1.740 0.102 -0.210 -0.103 0.113 -0.225
C -1.201 -0.471 2.482 0.315 0.011 0.072 -0.403
C 0.934 -1.227 1.417 -0.287 -0.014 -0.064 0.682
C -1.017 -3.382 2.436 -0.354 0.125 0.061 -0.401
C -1.621 -2.676 3.641 0.279 -0.029 0.060 -0.397
C -1.012 -1.288 3.762 -0.204 -0.050 -0.005 -0.403
C -1.263 -2.569 1.169 0.261 -0.325 0.012 -0.410
C 3.309 -3.062 -0.698 -0.049 0.047 0.038 -0.266
H -2.704 -2.598 3.514 -0.078 -0.040 0.018 0.189
H -1.474 -0.744 4.589 0.059 0.036 0.010 0.210
H -1.614 1.359 -0.803 0.023 0.019 0.286 0.230
H -2.047 3.191 -1.732 0.044 0.066 -0.020 0.155
H 0.969 -2.434 -0.204 -0.062 0.171 0.233 0.442
H -0.180 3.529 1.870 0.023 0.009 0.082 0.204
H -2.314 1.796 -5.535 -0.025 0.046 -0.078 0.218
H -2.339 -2.420 1.038 -0.021 0.047 -0.040 0.205
H 5.939 -1.883 1.844 0.049 0.031 0.062 0.211
H -2.076 5.134 1.303 -0.007 -0.092 0.035 0.194
H -2.269 -0.307 2.319 -0.019 0.047 -0.098 0.205
H -1.460 -4.373 2.314 0.094 -0.029 -0.032 0.214
H -2.368 3.491 0.670 0.027 0.044 0.024 0.152
H 0.085 1.436 -5.091 0.064 0.033 -0.061 0.219
H -0.703 0.485 2.637 -0.108 0.060 -0.079 0.228
H 6.633 -3.203 -0.123 0.083 -0.019 -0.015 0.211
H 0.794 0.171 -3.095 0.105 -0.027 0.013 0.223
H -4.003 0.874 -3.992 -0.085 0.007 -0.021 0.218
H -1.481 4.620 -2.628 0.000 -0.091 -0.012 0.194
H 0.694 4.555 -1.580 -0.043 -0.013 -0.139 0.195
H 0.801 1.549 1.062 0.015 -0.122 -0.071 0.220
H -3.294 -0.367 -1.984 -0.073 -0.017 0.080 0.220
H 2.562 -3.388 -1.409 -0.081 -0.040 -0.084 0.216
H -1.650 1.303 0.957 -0.037 -0.012 -0.097 0.211
H 0.054 -1.372 3.973 -0.014 0.038 0.068 0.222
H 0.365 2.916 -2.187 0.038 0.016 -0.032 0.208
H 4.935 -3.955 -1.751 0.007 -0.043 -0.066 0.213
H -1.431 -3.247 4.552 -0.077 -0.012 0.042 0.210
H -0.909 -3.132 0.309 -0.114 0.107 0.096 0.244
H 0.057 -3.510 2.588 0.075 -0.100 0.007 0.202
H 3.572 -1.313 2.185 -0.017 0.012 0.005 0.251
H 0.323 4.941 0.916 -0.085 0.030 0.129 0.196
H 0.935 1.286 -0.677 0.023 -0.099 0.044 0.194
```
Positions in Å, forces in eV/Å.

Results
Relative energy (zero: lowest compared OMol25 entry of this formula, charge and spin) in kcal/mol: 27.0
Highest occupied orbital energy in eV: -8.04
SMILES: O=C(c1ccccc1)N(CCN1CCOCC1)C1(C(=O)Nc2ccccc2)CCCCC1

2.
Molecular formula: C10H13N4O
Method: DFT, ωB97M-V/def2-TZVPD

The geometry in XYZ format:
```
28
Properties=species:S:1:pos:R:3:forces:R:3:nbo_charge:R:1
O -2.439 2.053 0.531 3.522 -0.857 -1.093 -0.615
N -3.932 0.590 -0.413 -0.235 0.822 -0.618 -0.748
N -0.599 -0.326 0.644 0.897 -0.324 0.044 -0.434
N -2.308 -1.487 -0.269 -2.004 1.182 -1.556 -0.418
N 0.769 2.071 0.881 -1.204 -0.280 2.912 -0.814
C 0.923 0.761 -1.108 -1.598 1.637 -0.227 -0.287
C -2.654 0.864 -0.039 -3.214 -0.848 1.030 0.649
C 2.214 0.178 0.988 -2.090 -1.757 1.909 -0.566
C 1.094 0.914 0.323 1.483 -0.266 -1.535 0.487
C -0.303 -1.623 0.620 -0.904 -1.712 0.055 -0.072
C 2.938 -0.735 0.112 0.694 -0.506 -0.657 -0.079
C -1.405 -2.341 0.042 2.148 -2.498 0.888 -0.037
C -1.813 -0.266 0.019 0.325 0.158 0.488 0.059
C 2.714 -0.800 -1.237 1.503 -3.284 2.436 -0.262
C 1.666 -0.080 -1.821 -0.871 -0.525 -1.206 -0.102
H 0.514 -2.181 1.069 0.320 0.801 -0.052 0.215
H 0.901 2.910 0.410 0.020 1.595 -1.147 0.425
H 1.662 -0.586 1.689 0.909 1.181 -0.838 0.304
H -4.213 -0.384 -0.689 0.964 1.362 0.428 0.460
H 2.809 0.728 1.749 -0.318 0.140 -0.892 0.281
H 0.977 2.094 1.887 -0.128 0.478 -0.687 0.405
H -1.383 2.115 0.645 -2.865 0.004 0.041 0.521
H 1.362 -0.449 -2.813 0.201 0.960 0.233 0.248
H 3.055 -1.746 -1.732 0.150 1.403 0.147 0.248
H 3.540 -1.416 0.747 0.006 0.161 -1.291 0.237
H 0.049 1.304 -1.559 1.007 -0.608 0.437 0.233
H -1.491 -3.492 -0.094 0.041 2.366 0.275 0.230
H -4.647 1.331 -0.580 1.242 -0.786 0.476 0.430
```
Positions in Å, forces in eV/Å.

Results
Net charge: +1
Relative energy (zero: lowest compared OMol25 entry of this formula, charge and spin) in kcal/mol: 46.7
Highest occupied orbital energy in eV: -11.91

3.
Molecular formula: C22H51BBr2N2NbO10
Method: DFT, ωB97M-V/def2-TZVPD

The geometry in XYZ format:
```
89
Properties=species:S:1:pos:R:3:forces:R:3:lowdin_charge:R:1
Nb -0.725 -1.483 0.858 -0.354 0.640 -2.272 1.319
Br -3.976 0.376 2.448 0.082 0.039 0.053 0.644
Br -3.061 -1.656 -1.622 0.347 0.059 0.133 0.576
O 1.328 3.023 6.012 -0.003 0.018 0.002 0.111
O 1.817 0.853 5.599 0.032 -0.015 0.097 0.025
O -0.135 1.577 5.078 -0.056 0.002 0.027 0.004
O -7.806 1.292 -5.116 0.006 0.007 -0.006 0.114
O 6.296 -1.737 -3.199 -0.027 0.059 -0.051 0.122
O -8.829 0.900 -3.138 0.010 -0.016 -0.012 0.034
O 8.433 -2.470 -3.288 -0.001 0.035 -0.026 0.031
O 7.924 -0.940 -1.852 0.028 0.026 -0.022 0.004
O 1.330 -3.395 2.587 0.403 0.562 0.712 -0.007
O -6.759 0.336 -3.359 -0.017 0.009 -0.002 0.006
N 2.236 -0.901 -1.686 -0.036 0.046 -0.026 -0.016
N 0.927 3.536 0.107 -0.057 0.096 -0.028 -0.018
C 7.437 -1.713 -2.820 -0.010 -0.078 0.089 -0.614
C -0.238 1.712 1.435 -0.080 0.112 -0.411 -0.322
C -10.759 0.418 -4.556 0.037 -0.042 0.000 -0.068
C 8.068 -3.356 -4.362 0.001 -0.090 -0.027 -0.212
C -10.052 1.427 -3.677 -0.068 0.061 0.013 -0.216
C -3.598 0.229 0.524 -0.008 0.031 -0.615 -0.869
C 3.212 -0.772 1.786 -0.033 -0.095 0.056 -0.127
C -0.275 3.130 0.845 0.026 -0.102 0.032 -0.313
C 1.030 1.926 5.604 -0.006 -0.016 -0.022 -0.614
C 2.072 -0.982 2.826 0.323 -0.168 -0.545 -0.211
C -2.969 -1.151 0.301 -0.474 0.003 1.595 -0.856
C -5.569 0.222 -4.152 0.056 0.014 -0.007 -0.030
C 7.965 -2.626 -5.683 0.010 0.054 0.018 -0.068
C 0.035 0.610 0.385 -0.065 0.377 0.657 -0.338
C 0.921 -1.512 -1.950 -0.222 -0.178 -0.160 -0.395
C -7.794 0.881 -3.982 -0.010 -0.022 0.011 -0.613
C 3.130 1.044 7.648 -0.053 -0.003 0.012 -0.068
C 3.134 1.037 6.134 0.097 -0.008 -0.048 -0.212
C -4.907 0.537 -0.198 0.016 0.116 0.146 -0.210
C 0.468 -2.440 -0.810 1.092 -0.053 0.777 -0.351
C -1.123 2.609 5.045 -0.039 0.039 -0.070 -0.033
C 6.976 -0.028 -1.279 -0.059 0.025 0.046 -0.027
B 1.039 -2.058 2.267 -0.783 -0.363 0.281 -0.580
H -0.162 -3.261 -1.179 -0.177 0.183 0.058 0.018
H -5.673 -0.204 0.042 0.070 -0.021 -0.079 0.079
H 0.962 -2.094 -2.884 -0.028 0.066 0.034 0.090
H -1.199 1.542 1.935 0.119 0.017 0.108 0.041
H 2.495 -1.379 3.757 -0.086 0.129 0.016 0.082
H 2.950 -1.172 0.802 -0.011 0.142 0.014 0.030
H 8.870 -4.093 -4.383 0.009 0.018 0.022 0.120
H 7.774 -3.342 -6.484 0.002 0.003 0.003 0.078
H 7.483 0.422 -0.431 0.004 -0.010 -0.006 0.092
H -2.882 1.026 0.311 -0.006 -0.024 0.138 0.054
H -1.264 -3.196 1.373 -0.025 -0.034 0.279 -0.086
H 7.149 -1.906 -5.664 -0.010 -0.019 0.002 0.075
H -4.748 0.555 -1.276 -0.004 -0.068 0.044 0.020
H -1.095 -0.930 2.560 0.518 -0.357 0.005 -0.048
H -1.953 2.204 4.475 0.006 -0.061 -0.025 0.072
H 2.235 0.081 -1.927 0.011 -0.020 -0.019 0.052
H 6.708 0.738 -2.005 -0.020 -0.024 -0.011 0.098
H 1.376 -2.927 -0.428 -0.082 -0.114 -0.166 0.026
H 3.561 1.955 5.731 -0.042 0.024 0.025 0.124
H -5.725 -0.493 -4.959 -0.010 0.017 -0.005 0.100
H -0.459 3.867 1.637 0.015 -0.063 -0.019 0.090
H -1.124 3.198 0.154 0.052 0.054 0.032 0.101
H 3.440 0.289 1.644 0.072 -0.066 0.035 0.058
H -0.446 0.922 -0.564 0.011 -0.229 -0.011 0.040
H 2.581 1.904 8.028 0.014 0.008 -0.010 0.072
H -0.732 3.501 4.558 0.020 -0.013 0.010 0.093
H 1.115 0.562 0.188 -0.091 -0.083 -0.130 0.019
H 3.697 0.190 5.746 -0.026 -0.001 -0.017 0.121
H 4.155 1.095 8.019 -0.003 -0.004 -0.001 0.076
H 0.600 -3.779 3.079 -0.343 -0.290 -0.607 0.063
H 7.135 -3.859 -4.110 -0.016 0.045 0.004 0.124
H 4.125 -1.286 2.100 -0.015 0.088 0.000 0.060
H -10.166 0.196 -5.442 -0.005 0.020 -0.001 0.074
H 8.895 -2.101 -5.903 0.007 -0.023 -0.011 0.079
H 2.668 0.133 8.029 0.024 -0.010 -0.003 0.081
H -11.722 0.818 -4.875 0.003 -0.002 0.002 0.077
H 1.749 3.182 0.587 -0.012 0.016 0.013 0.055
H 2.958 -1.347 -2.237 0.008 -0.012 0.045 0.058
H -3.619 -1.872 0.801 -0.046 -0.093 -0.332 -0.009
H -10.933 -0.508 -4.008 -0.021 0.012 0.007 0.081
H -1.441 2.856 6.058 0.022 0.024 -0.003 0.095
H -10.649 1.667 -2.800 0.025 -0.011 0.012 0.121
H -5.299 1.189 -4.571 -0.007 -0.006 0.004 0.099
H 6.078 -0.548 -0.952 0.020 -0.026 -0.015 0.096
H -4.797 -0.135 -3.477 -0.026 -0.022 0.009 0.032
H 0.538 1.678 2.209 -0.118 -0.058 0.048 0.082
H 1.583 -0.034 3.046 -0.033 -0.082 0.008 0.049
H -9.839 2.348 -4.219 0.029 -0.028 -0.025 0.121
H -5.276 1.520 0.104 0.017 -0.062 -0.005 0.064
H 0.925 3.087 -0.801 0.049 -0.088 0.056 0.046
H 0.195 -0.715 -2.145 0.035 -0.021 0.063 0.061
```
Positions in Å, forces in eV/Å.

Results
Net charge: -1
Highest occupied orbital energy in eV: -4.08

4.
Molecular formula: C26H23N6O2S3Sm
Method: DFT, ωB97M-V/def2-TZVPD

The geometry in XYZ format:
```
61
Properties=species:S:1:pos:R:3:forces:R:3:mulliken_spin:R:1
Sm 0.275 -12.145 11.775 0.156 -0.703 0.516 5.091
S -0.483 -13.468 14.426 0.043 0.815 -0.196 -0.018
S -1.210 -11.991 17.012 -0.056 -0.215 -0.956 0.000
S 2.979 -11.431 11.296 -0.539 -0.386 0.706 -0.016
O -7.031 -9.717 13.288 0.273 -1.010 1.438 0.000
O -6.775 -10.788 15.288 1.007 0.026 -2.162 0.000
N 0.004 -10.009 10.740 0.425 0.826 0.638 -0.016
N -2.018 -12.784 11.099 1.667 -4.828 -1.223 0.002
N 2.720 -12.127 13.878 0.506 0.056 1.603 -0.001
N -0.557 -10.773 14.814 0.381 0.798 -0.399 -0.005
N 0.396 -13.779 10.041 -1.583 -0.337 -0.346 -0.006
N -0.272 -10.678 13.491 0.245 3.520 0.004 -0.011
C 0.530 -16.406 9.043 0.129 0.351 0.349 0.000
C -4.608 -10.458 12.279 -1.226 1.780 1.833 0.000
C 3.155 -12.505 12.673 0.471 -0.057 -1.776 -0.003
C 0.267 -7.679 11.385 0.360 -0.699 -0.730 0.000
C -0.582 -15.965 9.778 -0.036 1.462 -0.505 -0.002
C -1.568 -10.251 17.385 -0.164 0.645 -0.802 0.000
C -3.542 -10.968 11.650 2.075 -1.869 -0.011 -0.002
C 0.058 -9.040 11.744 1.063 0.870 -3.552 -0.001
C -5.304 -11.199 13.278 1.437 -1.051 -1.342 0.001
C -1.920 -14.127 10.702 -1.114 5.824 2.584 -0.008
C -4.936 -12.526 13.391 0.277 -0.362 1.150 0.000
C -0.700 -14.617 10.160 2.447 -1.241 -0.858 0.007
C 1.453 -14.177 9.368 1.160 -0.534 -0.809 0.001
C 0.261 -8.368 9.055 0.657 1.274 -1.683 0.000
C 2.920 -12.881 15.016 -0.346 -0.243 -0.158 -0.001
C 0.306 -7.326 9.994 -0.003 -1.026 1.432 0.001
C 1.559 -15.484 8.835 0.163 -0.229 -0.708 -0.001
C -3.039 -12.303 11.926 -2.120 1.188 -1.737 -0.005
C 3.955 -14.553 13.641 -0.620 0.623 1.406 0.000
C 3.755 -13.770 12.550 -0.170 -0.451 -0.279 0.002
C 0.098 -9.438 13.106 -1.179 -1.630 2.409 -0.008
C -3.802 -13.080 12.749 -0.880 -0.069 1.063 0.000
C 3.510 -14.112 14.897 -0.222 -0.918 1.340 -0.001
C -0.757 -11.962 15.286 0.228 -0.741 0.476 -0.001
C -6.433 -10.537 13.954 -1.785 1.674 0.346 0.000
C 0.229 -9.685 9.445 -1.082 0.425 2.051 0.001
H -1.456 -16.540 9.949 -0.444 -0.899 -0.018 0.000
H 2.546 -12.483 15.962 0.040 -0.047 -0.465 0.000
H 0.310 -10.479 8.730 -0.087 -0.398 -0.185 0.000
H -1.198 -9.591 16.586 0.199 -0.490 0.341 0.000
H 0.299 -8.627 13.859 -0.407 -1.029 -0.560 0.000
H 0.544 -6.969 12.184 -0.577 -0.236 -0.632 0.000
H 2.417 -15.758 8.182 -0.654 0.327 0.727 0.000
H -6.069 -11.322 15.683 -0.206 -0.022 0.069 0.000
H 3.994 -14.234 11.608 0.188 0.682 -0.483 0.000
H 0.558 -17.430 8.630 0.089 0.733 0.339 0.000
H -3.508 -14.084 13.012 0.001 -0.187 -0.053 0.000
H 2.259 -13.415 9.198 -0.761 -0.915 0.355 -0.001
H 0.366 -8.189 7.944 -0.158 0.094 1.517 0.000
H -2.646 -10.029 17.412 0.361 -0.494 0.413 0.000
H -2.744 -14.790 10.883 -0.343 -0.301 -0.013 0.000
H 2.329 -11.185 13.967 0.223 -0.331 0.036 0.000
H -4.872 -9.382 12.191 0.062 -1.003 -0.347 0.000
H -5.475 -13.142 14.111 0.117 -0.067 -0.254 0.000
H 4.412 -15.512 13.637 0.321 -0.658 -0.546 0.000
H 0.453 -6.282 9.711 -0.128 -0.411 -0.030 0.000
H 3.553 -14.863 15.750 0.077 1.576 -0.962 0.000
H -2.980 -10.393 10.955 0.266 0.515 -0.576 0.000
H -1.047 -10.005 18.303 -0.224 0.003 0.211 0.000
```
Positions in Å, forces in eV/Å.

Results
Net charge: +2
Relative energy (zero: lowest compared OMol25 entry of this formula, charge and spin) in kcal/mol: 34.4
⟨S²⟩: 8.7619
Highest occupied orbital energy (alpha / beta) in eV: -13.53 / -13.53
Spin multiplicity: 6

| no. | E (eV) |
| --- | --- |
| 1 | -38111.2981 |
| 2 | -18579.8090 |
| 3 | -189405.9354 |
| 4 | -90766.8242 |